No. 1
Computed, not measured: a molecular structure, C54H54BrIrN3O2P2STe, with ωB97M-V with the def2-TZVPD basis set.

- maximum force (Eh/bohr) = 0.021
- multiplicity = 2
- ⟨S²⟩ = 0.76
- ΔE to the lowest compared entry with this formula, charge and spin (kcal per mole) = 38.2
- frontier orbital gap (spin up / spin down) (eV) = 5.97 / 5.77
- net charge = +2

Positions of all 119 atoms, in Å:
Ir1 -0.080 0.513 1.771
Br1 -1.576 -6.619 3.880
C1 -0.630 -5.159 3.113
C2 -0.224 -5.427 1.729
C3 -0.036 -4.534 0.760
C4 -0.148 -3.054 0.974
O1 0.364 -2.361 -0.215
C5 0.303 -2.820 3.521
C6 -0.264 -1.606 4.224
N1 -0.199 -0.414 3.791
C7 -0.272 0.697 4.678
C8 -0.873 0.721 5.910
C9 -0.758 1.861 6.727
C10 -0.010 2.933 6.329
C11 0.615 2.944 5.061
C12 1.398 4.022 4.598
C13 1.949 3.953 3.349
C14 1.665 2.853 2.531
N2 0.922 1.831 2.921
C15 0.436 1.839 4.213
C16 -0.471 -4.064 3.857
H1 -0.132 -6.476 1.480
H2 0.214 -4.875 -0.238
H3 -0.552 -1.794 5.259
H4 -1.443 -0.125 6.268
H5 -1.250 1.866 7.689
H6 0.110 3.794 6.973
H7 1.553 4.884 5.234
H8 2.570 4.744 2.953
H9 2.043 2.814 1.522
H10 -0.879 -4.090 4.862
C17 -1.258 2.023 -5.588
S1 -0.198 0.613 -5.969
C18 1.337 1.101 -5.122
C19 1.602 0.320 -3.836
C20 0.454 0.471 -2.853
N3 0.649 -0.276 -1.575
P1 -0.160 -1.724 -1.542
C21 0.372 -2.760 -2.886
C22 1.480 -3.595 -2.706
C23 1.969 -4.328 -3.772
C24 1.367 -4.222 -5.021
C25 0.272 -3.390 -5.206
C26 -0.231 -2.661 -4.141
C27 -1.920 -1.487 -1.699
C28 -2.463 -0.239 -1.429
C29 -3.818 -0.014 -1.601
C30 -4.634 -1.048 -2.040
C31 -4.099 -2.304 -2.305
C32 -2.742 -2.527 -2.142
P2 1.245 0.506 -0.123
C33 1.960 2.050 -0.774
C34 1.230 3.238 -0.689
C35 1.746 4.422 -1.191
C36 3.009 4.433 -1.768
C37 3.756 3.264 -1.835
C38 3.237 2.077 -1.341
C39 2.746 -0.470 0.236
C40 3.310 -1.347 -0.685
C41 4.459 -2.057 -0.365
C42 5.058 -1.891 0.875
C43 4.512 -1.003 1.792
C44 3.361 -0.299 1.476
H11 -2.235 1.811 -6.022
H12 -0.868 2.934 -6.038
H13 -1.380 2.161 -4.512
H14 1.289 2.174 -4.921
H15 2.155 0.946 -5.824
H16 2.525 0.680 -3.379
H17 1.752 -0.737 -4.071
H18 -0.468 0.118 -3.324
H19 0.284 1.521 -2.614
H20 1.954 -3.671 -1.734
H21 2.819 -4.983 -3.633
H22 1.755 -4.794 -5.854
H23 -0.193 -3.305 -6.179
H24 -1.077 -2.003 -4.300
H25 -1.827 0.555 -1.072
H26 -4.229 0.965 -1.384
H27 -5.693 -0.876 -2.183
H28 -4.738 -3.105 -2.653
H29 -2.325 -3.502 -2.371
H30 0.257 3.237 -0.204
H31 1.165 5.332 -1.122
H32 3.421 5.358 -2.151
H33 4.747 3.277 -2.269
H34 3.834 1.176 -1.388
H35 2.863 -1.466 -1.664
H36 4.894 -2.733 -1.091
H37 5.954 -2.445 1.124
H38 4.986 -0.858 2.755
H39 2.937 0.381 2.204
Te1 -2.115 2.196 2.003
C45 -2.243 3.604 0.423
C46 -1.898 3.337 -0.899
C47 -2.064 4.297 -1.888
C48 -2.598 5.538 -1.570
C49 -2.961 5.808 -0.258
C50 -2.783 4.853 0.732
H40 -1.501 2.364 -1.168
H41 -1.786 4.071 -2.911
H42 -2.735 6.287 -2.339
H43 -3.381 6.771 0.000
H44 -3.061 5.088 1.752
C51 0.791 -2.606 2.091
C52 -1.591 -2.682 1.171
O2 -1.769 -1.287 1.336
C53 -3.184 -1.063 1.587
C54 -3.511 -1.179 3.057
H45 1.746 -3.110 1.944
H46 1.237 -2.916 4.106
H47 1.002 -1.546 1.962
H48 -1.967 -3.228 2.037
H49 -2.163 -3.023 0.306
H50 -3.741 -1.782 0.981
H51 -3.414 -0.068 1.223
H52 -3.303 -2.174 3.458
H53 -4.573 -0.980 3.211
H54 -2.949 -0.439 3.628

Forces on the atoms, in the same order (eV/Å):
0.318 -1.018 0.120
0.028 0.049 -0.006
-0.076 0.031 0.112
0.004 -0.060 -0.137
-0.084 -0.030 0.066
-0.021 0.119 -0.073
0.109 -0.143 0.064
0.015 0.006 -0.090
0.265 -0.141 -0.106
-0.348 0.318 -0.221
-0.014 0.243 0.279
0.066 -0.007 -0.246
0.028 0.119 0.079
-0.053 -0.022 0.119
-0.026 -0.096 -0.004
0.071 -0.001 -0.161
-0.008 0.066 0.162
-0.023 -0.237 -0.052
0.058 0.298 -0.087
-0.085 -0.261 0.089
-0.008 -0.133 0.001
0.006 0.014 -0.021
0.030 0.029 0.001
0.130 0.045 0.094
-0.004 -0.023 -0.016
0.008 0.027 -0.009
-0.013 -0.021 0.002
0.004 -0.006 -0.005
-0.003 0.000 0.010
-0.044 0.036 0.039
0.021 0.011 -0.006
-0.052 0.003 0.049
0.042 0.001 -0.036
-0.003 -0.027 0.015
-0.037 0.008 0.013
0.091 -0.028 -0.003
-0.472 -0.030 0.057
0.139 0.134 -0.132
0.035 0.012 0.105
-0.002 -0.025 0.040
-0.003 0.000 0.000
0.003 0.000 -0.010
-0.003 -0.013 -0.009
-0.045 0.058 -0.032
0.129 -0.090 -0.079
-0.043 0.097 0.001
-0.024 -0.015 -0.011
-0.035 0.043 0.008
0.026 -0.017 0.000
-0.012 -0.114 -0.059
-0.070 0.312 0.177
-0.054 -0.005 -0.111
-0.125 -0.170 0.120
0.022 0.003 0.005
-0.001 0.019 0.001
0.027 0.028 -0.022
-0.017 -0.032 0.018
0.012 -0.002 -0.021
0.019 0.055 -0.025
0.004 -0.014 -0.018
0.038 -0.017 0.006
0.013 0.002 0.012
0.007 -0.020 -0.028
0.016 0.008 -0.007
0.013 -0.005 0.006
-0.001 -0.016 -0.019
-0.025 -0.007 -0.015
0.007 -0.007 0.022
0.053 0.028 -0.010
-0.029 0.006 0.005
0.015 0.015 -0.015
0.020 0.060 0.009
-0.014 -0.008 -0.005
-0.006 0.003 0.000
-0.004 0.002 0.006
0.008 -0.001 0.007
0.022 -0.017 0.001
0.034 0.016 0.093
-0.005 -0.005 -0.023
0.019 -0.004 0.003
0.007 0.004 0.014
-0.011 0.029 0.006
0.270 0.000 -0.065
-0.010 -0.005 0.001
-0.011 -0.015 -0.004
-0.014 -0.001 0.013
0.010 0.001 0.004
0.023 0.006 0.022
-0.010 0.002 0.008
-0.008 0.010 -0.007
-0.008 -0.001 -0.008
-0.008 -0.004 0.017
-0.170 0.460 -0.220
-0.076 0.011 -0.031
-0.245 -0.150 -0.035
-0.025 0.003 -0.016
0.009 0.005 0.017
0.005 0.054 -0.063
0.100 -0.036 0.066
0.016 0.158 0.014
-0.005 0.006 0.019
-0.001 -0.009 0.005
-0.004 -0.010 -0.001
0.007 -0.019 -0.004
0.080 -0.085 0.053
0.104 -0.205 -0.007
0.058 0.204 -0.051
-0.139 0.096 0.031
-0.008 -0.017 0.041
-0.026 -0.073 0.019
-0.060 -0.023 0.039
0.051 0.084 -0.003
-0.014 0.053 0.025
-0.011 0.004 0.018
0.008 -0.010 0.028
0.036 0.009 0.004
0.014 0.020 -0.012
0.012 -0.013 -0.028
-0.028 0.018 0.003



No. 2
Computed, not measured: a molecular structure, C54H54CdN6OS6Te, with ωB97M-V with the def2-TZVPD basis set.

- maximum force (Eh/bohr) = 0.016
- ΔE to the lowest compared entry with this formula, charge and spin (kcal per mole) = 0.0
- frontier orbital gap (eV) = 4.86
- net charge = -2

Positions of all 123 atoms, in Å:
Cd1 -0.463 -0.077 1.127
N1 1.473 0.224 2.122
S1 2.819 -0.283 1.881
N2 3.715 0.155 0.636
S2 3.249 -0.317 -0.860
N3 1.744 -0.819 -0.988
S3 0.723 0.382 -1.709
N4 -0.301 0.928 -0.736
C1 -0.121 -0.822 -2.817
C2 -1.499 -0.702 -2.905
C3 -2.206 -1.455 -3.837
C4 -1.530 -2.316 -4.694
C5 -0.145 -2.427 -4.611
C6 0.558 -1.679 -3.675
C7 1.669 3.303 -2.865
C8 1.266 3.833 -1.642
C9 0.020 4.421 -1.499
C10 -0.847 4.494 -2.578
C11 -0.455 3.974 -3.804
C12 0.791 3.386 -3.945
C13 3.004 2.673 -3.027
C14 4.105 3.126 -2.307
C15 5.355 2.543 -2.468
C16 5.529 1.497 -3.360
C17 4.436 1.031 -4.082
C18 3.191 1.611 -3.914
C19 4.117 -1.894 -0.923
C20 5.448 -1.939 -0.525
C21 6.156 -3.125 -0.634
C22 5.537 -4.263 -1.138
C23 4.204 -4.213 -1.519
C24 3.488 -3.026 -1.411
C25 3.022 -2.082 1.955
C26 4.211 -2.669 2.374
C27 4.336 -4.051 2.353
C28 3.285 -4.838 1.900
C29 2.107 -4.240 1.476
C30 1.970 -2.860 1.503
C31 3.910 0.223 3.216
C32 3.367 0.100 4.488
C33 4.100 0.535 5.581
C34 5.354 1.106 5.396
C35 5.878 1.240 4.118
C36 5.155 0.795 3.017
H1 -1.990 -0.025 -2.213
H2 -3.284 -1.365 -3.897
H3 -2.079 -2.895 -5.427
H4 0.383 -3.103 -5.275
H5 1.636 -1.752 -3.611
H6 1.911 3.732 -0.778
H7 -0.293 4.795 -0.533
H8 -1.828 4.934 -2.458
H9 -1.129 4.015 -4.651
H10 1.090 2.990 -4.908
H11 3.984 3.943 -1.607
H12 6.194 2.912 -1.892
H13 6.503 1.041 -3.486
H14 4.552 0.197 -4.764
H15 2.336 1.206 -4.441
H16 5.906 -1.045 -0.120
H17 7.191 -3.163 -0.317
H18 6.090 -5.191 -1.219
H19 3.713 -5.100 -1.899
H20 2.436 -2.970 -1.655
H21 5.035 -2.055 2.712
H22 5.258 -4.513 2.686
H23 3.387 -5.916 1.876
H24 1.284 -4.847 1.119
H25 1.055 -2.403 1.161
H26 2.374 -0.319 4.601
H27 3.683 0.445 6.576
H28 5.919 1.456 6.251
H29 6.848 1.701 3.975
H30 5.534 0.884 2.009
S4 -1.096 -0.474 3.797
C37 -2.720 -0.998 3.920
C38 -3.098 -1.467 5.246
N5 -3.374 -1.823 6.306
C39 -3.674 -1.027 2.943
S5 -3.345 -0.573 1.245
C40 -4.936 -1.650 3.205
N6 -5.944 -2.186 3.380
C41 -2.721 -4.167 0.778
S6 -2.091 -2.987 -0.409
C42 -1.411 -4.166 -1.573
O1 -0.867 -2.390 0.220
H31 -3.440 -4.819 0.282
H32 -3.212 -3.600 1.567
H33 -1.874 -4.729 1.172
H34 -2.211 -4.787 -1.977
H35 -0.663 -4.763 -1.051
H36 -0.945 -3.587 -2.366
C43 -5.072 0.111 -1.416
C44 -5.434 0.727 -0.052
C45 -6.473 -0.185 0.616
C46 -4.202 0.909 0.852
C47 -6.100 2.097 -0.244
C48 -6.071 3.043 0.782
C49 -6.709 4.267 0.653
C50 -7.401 4.587 -0.509
C51 -7.446 3.658 -1.536
C52 -6.805 2.431 -1.401
H37 -4.573 -0.843 -1.235
H38 -4.378 0.760 -1.955
H39 -5.939 -0.090 -2.058
H40 -6.061 -1.186 0.753
H41 -7.378 -0.262 0.003
H42 -6.744 0.202 1.599
H43 -3.464 1.525 0.323
H44 -5.514 2.788 1.675
H45 -6.663 4.980 1.469
H46 -7.898 5.545 -0.610
H47 -7.982 3.885 -2.451
H48 -6.857 1.729 -2.221
C53 -0.103 3.987 2.573
Te1 -1.682 2.800 1.758
C54 -2.711 2.791 3.616
H49 0.395 3.430 3.364
H50 -0.516 4.916 2.960
H51 0.617 4.203 1.785
H52 -3.233 3.734 3.766
H53 -1.985 2.611 4.405
H54 -3.421 1.969 3.561

Forces on the atoms, in the same order (eV/Å):
-0.670 0.030 0.482
0.501 -0.346 0.208
-0.204 0.329 0.043
0.000 0.333 0.167
0.010 -0.063 -0.121
-0.011 0.035 -0.170
-0.033 -0.101 0.206
0.171 0.216 -0.441
0.002 -0.012 -0.054
-0.035 -0.120 0.058
0.024 -0.015 -0.022
-0.014 0.041 0.000
0.000 -0.005 -0.001
-0.020 0.042 -0.081
0.104 0.078 -0.106
0.003 -0.054 0.049
0.002 0.024 0.014
0.030 0.006 -0.038
-0.016 -0.033 0.036
-0.019 0.041 0.001
-0.068 0.042 -0.064
0.063 -0.015 0.050
-0.026 -0.007 -0.009
-0.013 0.002 -0.016
0.030 0.034 0.012
-0.022 -0.028 -0.012
0.041 -0.133 -0.252
0.063 -0.015 -0.181
-0.007 0.024 -0.072
0.003 0.028 -0.020
0.068 0.048 -0.002
0.124 -0.111 -0.029
0.023 -0.094 0.080
-0.139 -0.064 0.012
-0.028 0.036 0.015
-0.035 0.033 0.015
0.011 0.003 0.069
-0.026 -0.023 0.217
-0.036 0.035 0.044
0.083 0.002 0.021
-0.009 -0.007 0.006
0.012 0.010 -0.006
-0.018 0.003 -0.019
0.010 -0.093 0.068
-0.010 0.041 0.021
-0.023 0.002 0.030
-0.005 -0.017 -0.007
0.014 0.005 -0.004
0.094 -0.023 0.037
-0.014 -0.030 0.032
-0.013 -0.035 0.014
-0.028 -0.019 0.019
-0.003 0.006 -0.011
0.005 -0.002 -0.012
-0.005 0.027 -0.015
0.011 -0.005 0.023
-0.001 -0.024 0.014
0.001 -0.026 -0.002
-0.008 -0.003 0.000
0.009 -0.024 0.007
0.025 -0.011 0.007
0.009 -0.013 0.002
-0.016 -0.034 0.033
-0.036 0.056 -0.070
0.023 0.025 -0.004
0.017 0.003 -0.020
0.003 -0.017 0.003
-0.027 -0.001 -0.013
-0.021 -0.008 -0.021
-0.033 0.034 -0.013
0.003 -0.009 0.011
0.002 0.006 0.010
0.015 -0.009 0.000
-0.004 0.041 -0.042
0.196 -0.150 -0.075
-0.030 0.031 0.191
0.009 0.031 -0.188
0.017 0.002 -0.019
-0.183 -0.072 -0.010
-0.177 -0.206 -0.133
0.169 0.109 0.046
-0.017 -0.001 -0.004
0.022 -0.001 0.037
0.016 0.345 -0.189
0.040 -0.100 0.092
0.048 -0.162 0.097
-0.031 -0.010 0.025
0.015 0.011 0.018
-0.023 -0.034 0.038
0.001 -0.010 -0.032
0.026 -0.074 -0.024
0.015 0.010 -0.022
0.048 -0.020 -0.001
-0.001 0.071 0.044
-0.054 0.020 -0.007
0.072 -0.044 -0.071
-0.015 -0.039 -0.030
0.012 0.019 0.054
-0.033 0.001 -0.007
0.002 -0.023 0.021
-0.002 -0.003 0.026
0.019 0.033 -0.004
0.049 -0.054 0.001
-0.002 0.023 -0.028
-0.010 -0.022 0.015
-0.013 0.031 -0.013
0.002 0.001 -0.005
-0.002 -0.014 -0.003
-0.135 -0.075 0.011
0.007 0.009 -0.014
0.010 0.016 0.008
0.008 0.012 -0.002
0.007 -0.003 -0.015
0.004 -0.012 -0.028
0.118 -0.073 0.053
-0.137 0.370 -0.120
-0.030 -0.039 -0.022
0.038 -0.001 0.012
0.036 0.037 0.014
0.014 -0.005 -0.014
-0.017 0.027 0.039
-0.009 -0.046 0.049
-0.011 0.015 -0.003